[1]
54
Properties=species:S:1:pos:R:3:forces:R:3 method="wB97M-V/def2-TZVPD" smiles=CCCCCCCCCBP(O)Br.ClC(Cl)Cl.ClC(Cl)Cl.ClC(Cl)Cl.ClC(Cl)Cl gap_ev=8.35 charge=0 spin_multiplicity=1
C -3.57998 -1.07585 -1.86851 0.04 -0.04 0.01
C -2.62832 -0.82314 -3.03732 -0.03 -0.06 0.02
C -1.26007 -0.33888 -2.56309 0.00 0.05 0.05
C -0.37500 -1.42899 -1.94667 0.05 -0.07 0.06
C 1.10220 -1.26751 -2.30092 -0.06 -0.01 -0.03
C 2.02586 -2.23484 -1.54819 0.01 -0.02 0.12
C 3.29243 -1.55276 -1.03715 0.10 0.04 -0.10
C 4.25563 -2.42356 -0.22183 0.03 0.05 0.04
C 4.61886 -3.79392 -0.82534 -0.04 0.11 0.00
B 5.20917 -4.81446 0.18902 0.10 0.08 -0.04
P 4.74272 -6.66679 0.08264 -0.17 -0.01 -0.17
O 4.61484 -6.94424 -1.55733 0.05 0.13 0.06
Br 6.74209 -7.57039 0.34779 0.15 -0.04 0.04
H -3.44907 -0.30007 -1.11222 -0.11 -0.02 -0.05
H -4.62654 -1.07221 -2.17715 0.03 -0.04 -0.03
H -3.38305 -2.03616 -1.38582 0.04 0.04 0.02
H -3.05795 -0.08356 -3.71751 -0.02 0.04 0.08
H -2.50669 -1.74247 -3.61992 0.00 0.06 -0.06
H -1.43031 0.43876 -1.81232 0.08 0.14 -0.06
H -0.72853 0.14658 -3.38743 0.01 -0.12 -0.04
H -0.72527 -2.41653 -2.26967 0.06 0.01 -0.02
H -0.45827 -1.42690 -0.85377 -0.11 0.02 -0.04
H 1.22062 -1.40302 -3.38062 0.03 0.07 0.02
H 1.40174 -0.23362 -2.09548 0.00 -0.02 0.06
H 1.48649 -2.66660 -0.69579 0.03 0.02 -0.01
H 2.28498 -3.07217 -2.19926 -0.05 0.00 -0.01
H 2.98309 -0.71730 -0.40014 0.05 0.04 -0.05
H 3.82330 -1.10188 -1.88397 -0.01 -0.08 -0.02
H 5.18465 -1.86499 -0.08134 -0.04 0.01 0.11
H 3.84021 -2.55394 0.78264 -0.07 -0.09 -0.07
H 3.78592 -4.20327 -1.40255 0.04 -0.06 0.04
H 5.43080 -3.66599 -1.56166 -0.05 -0.02 -0.05
H 5.86721 -4.45348 1.11686 -0.05 -0.02 0.03
H 3.76762 -6.64062 -1.90194 -0.09 -0.11 0.05
Cl -5.07522 0.78982 1.01904 0.06 -0.01 0.01
C -3.65999 1.22157 1.98506 0.05 -0.12 0.04
Cl -2.25525 0.24263 1.53831 -0.05 0.04 -0.01
Cl -3.29853 2.93504 1.85025 -0.01 0.04 -0.01
H -3.89094 0.99543 3.01773 -0.01 0.06 0.00
Cl 1.14918 4.96180 0.14986 -0.01 0.00 0.00
C 1.29604 3.36038 0.87600 0.05 -0.01 -0.02
Cl 0.42029 3.26935 2.40042 -0.02 -0.04 -0.01
Cl 0.75196 2.11422 -0.24894 -0.03 -0.04 0.00
H 2.34420 3.18527 1.08031 -0.01 0.00 0.01
Cl -0.78022 6.48810 5.07555 0.00 0.00 0.00
C 0.82740 7.17167 4.81992 0.00 -0.04 0.03
Cl 1.48755 6.64690 3.27416 0.02 0.07 0.00
Cl 0.79210 8.93023 4.93500 -0.01 0.00 -0.01
H 1.47227 6.80021 5.60534 0.00 0.00 -0.01
Cl -7.09340 3.30881 2.06956 -0.02 0.01 0.00
C -8.14618 4.61224 2.61399 -0.01 0.01 0.03
Cl -7.20489 6.03021 3.07882 0.00 0.00 0.00
Cl -9.33683 5.02132 1.37944 0.00 0.00 -0.01
H -8.68136 4.26937 3.48963 0.00 0.00 -0.01

[2]
57
Properties=species:S:1:pos:R:3:forces:R:3 method="wB97M-V/def2-TZVPD" relative_energy_ev=0.000 gap_ev="5.70 / 7.52" charge=-1 spin_multiplicity=3
Ti -0.42505 -0.18322 0.63171 0.11 -0.24 0.28
S 1.33554 1.24346 -0.70659 0.05 -0.06 0.04
C -0.03215 2.29656 -0.61904 0.00 0.01 0.05
C -0.05077 3.61327 -1.10973 -0.08 0.06 0.00
C -1.20750 4.35287 -1.01961 0.02 -0.07 0.02
C -2.34279 3.78823 -0.43299 -0.06 0.11 -0.02
C -2.25622 2.49967 0.04129 0.07 -0.07 0.01
N -1.13956 1.76552 -0.05101 -0.14 0.23 -0.02
H 0.84846 4.02094 -1.54953 0.02 -0.03 0.01
H -1.23467 5.36844 -1.39650 0.00 0.00 0.00
H -3.26499 4.34503 -0.34021 0.00 -0.02 0.01
H -3.10027 2.01127 0.51395 0.00 -0.02 0.01
C -0.13475 -1.46330 4.84311 0.01 0.00 0.00
C 1.11136 -1.36147 3.97136 -0.04 0.13 -0.15
O 2.28498 -1.67829 4.75005 0.04 0.03 0.03
P 1.08455 -2.51987 2.56025 0.07 -0.26 -0.01
O 0.00376 -3.66189 2.79202 -0.01 0.11 -0.05
O 2.45145 -3.30365 2.70804 -0.03 0.03 -0.01
O 0.89786 -1.88316 1.22914 -0.12 0.12 -0.08
P 1.31336 0.39730 3.38607 -0.20 0.08 0.08
O 2.59279 0.34825 2.40939 -0.02 -0.01 0.00
O 1.66489 1.09801 4.64666 0.06 0.00 -0.02
O 0.09698 0.74736 2.56129 0.14 -0.11 -0.23
H -0.20480 -2.46223 5.27531 -0.02 0.00 0.00
H -1.03308 -1.25266 4.26769 -0.01 -0.02 0.01
H -0.05099 -0.72459 5.64030 0.02 0.00 0.01
H 2.55069 -0.82118 5.13103 0.00 -0.04 -0.02
H -0.80653 -3.47939 2.28049 -0.01 -0.02 -0.01
H 2.94221 -2.89892 3.44997 -0.01 0.03 0.02
H 2.32594 0.56325 1.49611 0.05 0.00 0.00
C -0.74539 -4.69979 -1.80524 0.02 0.04 -0.03
C -0.20960 -3.72735 -2.85851 -0.01 -0.04 0.03
N -1.09358 -2.61738 -3.18282 -0.07 -0.01 0.03
C -2.02046 -2.78745 -4.28873 -0.05 -0.04 0.00
C -3.30301 -3.54155 -3.93722 0.05 0.02 -0.01
C -1.23519 -1.58640 -2.28643 0.00 -0.01 -0.03
C -2.17414 -0.46978 -2.64342 0.00 0.01 0.03
N -0.58921 -1.50289 -1.18501 0.20 0.10 0.22
H 0.04671 -5.38722 -1.50292 -0.01 -0.01 0.01
H -1.57294 -5.28948 -2.19937 0.00 0.00 0.01
H -1.10160 -4.17439 -0.91953 0.00 0.00 0.00
H -0.01184 -4.26225 -3.78940 0.02 0.02 -0.01
H 0.74939 -3.31640 -2.53295 0.01 0.00 -0.01
H -1.49195 -3.32182 -5.08168 0.02 0.03 -0.01
H -2.27393 -1.80914 -4.69244 0.02 0.00 -0.01
H -3.09209 -4.57725 -3.67321 -0.02 0.00 0.01
H -3.98427 -3.54051 -4.79074 -0.01 -0.01 0.01
H -3.80778 -3.07553 -3.09028 0.00 0.00 0.00
H -3.20258 -0.82064 -2.73378 0.00 0.00 0.00
H -1.87889 -0.00162 -3.58409 0.01 -0.01 0.00
H -2.13033 0.27100 -1.85208 -0.01 0.01 -0.01
H 0.04718 -2.26904 -0.99476 -0.05 -0.08 -0.03
F -2.99042 -0.97361 0.29289 0.04 -0.04 0.06
B -2.82596 -1.90052 1.34479 -0.01 -0.10 -0.05
F -1.79662 -1.35403 2.18621 -0.01 0.16 -0.19
F -2.31381 -3.12703 0.86274 -0.06 -0.01 0.07
F -3.99029 -2.08756 2.05027 0.00 0.02 -0.01

[3]
47
Properties=species:S:1:pos:R:3:forces:R:3 method="wB97M-V/def2-TZVPD" relative_energy_ev=0.000 gap_ev="3.75 / 3.75" charge=+2 spin_multiplicity=1
C 0.52981 -0.22626 -6.58759 0.26 0.02 -0.02
C 0.30370 0.18517 -5.15890 1.54 0.23 0.44
H 1.61217 -0.25171 -6.77691 -0.39 0.03 0.09
H 0.05097 0.48991 -7.27543 0.07 -0.29 0.32
H 0.09915 -1.22504 -6.76452 0.05 0.41 0.08
O 1.13901 0.45847 -4.33085 -1.55 -0.46 -0.90
Cl -1.43851 0.23685 -4.72916 -0.03 -0.02 0.35
Tl -0.56722 -0.12215 -0.75970 1.93 0.17 2.20
P -0.06904 2.42930 -0.38147 -1.76 2.48 -0.73
C 1.24393 3.39327 0.43172 0.96 -1.22 0.56
C -0.06180 2.90742 -2.15183 0.19 -0.52 -0.02
H -0.24845 3.98379 -2.26565 0.11 -0.22 0.23
H -1.82264 4.09872 0.03592 0.30 -0.25 -0.09
H -0.83711 2.34497 -2.69599 0.21 0.25 0.16
H -2.49546 2.45003 -0.18969 0.20 0.30 0.08
H 2.21789 3.08357 0.01875 -0.28 0.24 0.14
H 0.91145 2.64803 -2.58971 -0.22 0.12 -0.01
C -1.67844 3.03318 0.26463 -0.10 -0.74 0.27
H 1.10279 4.47550 0.26727 -0.42 -0.45 -0.30
H -1.68610 2.88086 1.35746 0.07 0.10 -0.43
H 1.21303 3.17716 1.51450 -0.09 0.09 -0.45
P 0.15164 -2.56411 -0.01840 -1.56 -2.64 -0.33
C 1.53383 -3.30187 0.91199 0.88 1.38 0.34
C -1.40183 -3.22213 0.70775 -0.19 0.78 0.12
H -0.59962 -2.88911 -2.31770 0.24 -0.23 0.18
H 0.11617 -4.39529 -1.66125 0.08 0.27 0.20
H 1.17542 -3.03752 -2.16780 -0.24 -0.16 0.02
C 0.21567 -3.30206 -1.70162 0.16 0.61 -0.12
H -2.26406 -2.78305 0.18007 0.23 -0.27 0.13
H -1.44535 -4.31740 0.62522 0.28 0.27 -0.12
H 1.47989 -4.40385 0.89808 -0.45 0.36 -0.36
H 1.47890 -2.94088 1.95409 -0.09 -0.16 -0.41
H -1.43223 -2.92428 1.76922 0.08 -0.14 -0.39
H 2.48299 -2.97550 0.45513 -0.27 -0.24 0.18
C 2.13053 0.10789 1.07857 2.20 0.21 1.67
O 2.97173 0.19735 1.85037 -2.25 -0.23 -1.92
O -0.29065 2.41787 2.89022 0.10 -0.58 -0.76
C -0.40540 1.26375 3.29892 -0.41 0.52 0.88
C -0.74152 0.98539 4.76945 0.06 0.82 -0.29
C -0.68150 -0.49230 4.87363 0.12 -0.79 -0.16
C -0.31388 -0.93798 3.45771 -0.19 -1.35 0.65
O -0.09675 -2.13902 3.21300 -0.11 1.35 -0.66
N -0.26677 0.10647 2.57637 0.02 -0.04 -0.54
H -0.00442 1.48580 5.40049 -0.22 0.17 -0.07
H -1.74532 1.35969 4.99990 0.34 0.29 -0.10
H 0.08765 -0.83870 5.56650 -0.20 -0.20 -0.05
H -1.65422 -0.91020 5.15728 0.36 -0.27 -0.07

[4]
41
Properties=species:S:1:pos:R:3:forces:R:3 method="wB97M-V/def2-TZVPD" relative_energy_ev=3.658 gap_ev="6.87 / 8.27" charge=+2 spin_multiplicity=4
C -2.60735 -0.88008 -2.87630 0.48 0.16 0.21
C -2.60735 0.45632 -2.77156 0.25 -0.21 0.05
H -3.10063 -1.51034 -2.13862 -0.07 0.06 -0.17
H -2.12259 -1.38421 -3.70909 -0.17 0.06 0.05
H -2.12298 1.08660 -3.51152 -0.17 -0.03 -0.05
H -3.10152 0.96167 -1.94192 -0.05 -0.07 -0.46
Cr 0.16642 -0.20435 -1.10144 0.31 1.00 0.57
C 1.84854 -1.42789 -1.88151 -0.06 1.16 0.70
C 1.43966 -0.58399 -2.94865 0.18 0.19 0.70
C 2.15070 0.82719 -1.24068 0.17 -1.44 -0.73
C 2.20979 -0.56189 -0.76177 0.80 0.26 -2.56
H 1.06277 -0.91777 -3.90464 -0.03 0.03 0.01
H 1.40459 1.65868 -3.16289 -0.05 -0.05 0.04
H 2.42017 1.70888 -0.66599 -0.03 -0.21 -0.41
C 1.62270 0.79385 -2.55120 0.00 -0.57 0.24
H 2.56941 -0.88064 0.18848 0.21 -0.15 0.24
H 1.86428 -2.51298 -1.88209 -0.10 0.18 0.05
C -1.73123 0.59271 0.33903 -0.46 -2.05 -1.63
N -0.52079 1.44796 0.28997 -1.19 1.49 3.25
C -0.93923 2.59612 1.16864 -2.45 2.63 -0.33
C 0.61924 1.37919 1.26793 5.65 -6.00 -5.58
C 1.04000 0.12419 1.97988 -0.13 0.91 2.36
N 0.40658 -1.10429 1.37370 0.84 0.45 3.75
C 1.34346 -2.11823 2.02741 0.14 -1.26 1.19
C -0.82139 -1.24056 2.28596 -0.49 -0.40 1.27
H -2.69502 1.04334 0.62074 0.66 -0.13 0.00
H -1.72861 -0.48799 0.48282 0.41 0.18 2.67
H -1.82835 0.18594 -0.66760 -1.05 1.75 -1.49
H -1.03482 2.29161 2.25158 0.22 0.14 -1.09
H -0.27146 3.44703 1.05800 0.06 -0.17 0.11
H -1.91276 2.97193 0.88882 -0.48 0.18 -0.25
H 1.26410 0.78116 0.42845 -0.46 2.03 1.54
H 1.39151 2.15469 1.28442 -1.31 0.70 0.53
H 2.16674 0.06362 2.02524 -1.03 0.15 -0.52
H 0.82090 0.29320 3.04343 -0.36 -1.19 0.16
H 1.49742 -1.87929 3.11353 -0.24 0.37 -0.92
H 0.87302 -3.09675 2.14699 0.04 -0.04 -0.83
H 2.38337 -2.21935 1.66969 -0.73 0.17 -0.64
H -1.30087 -0.27897 2.55107 0.18 -0.55 -0.81
H -1.53706 -1.97818 1.91531 0.02 0.29 -0.28
H -0.58138 -1.59813 3.31637 0.51 -0.02 -0.93

[5]
44
Properties=species:S:1:pos:R:3:forces:R:3 method="wB97M-V/def2-TZVPD" relative_energy_ev=0.000 gap_ev="6.51 / 6.54" charge=+2 spin_multiplicity=1
Ir 0.66483 -0.55572 0.54032 0.03 0.19 -0.54
C 1.78267 -2.22942 -0.94340 -0.08 -0.03 -0.06
Si 0.26023 -1.74884 -1.94854 -0.33 0.08 -0.03
C 0.46049 -1.77474 -3.77966 0.29 -0.10 0.00
C -1.28422 -2.62677 -1.43857 -0.04 0.00 -0.04
N 0.21016 -0.04593 -1.21551 0.25 -0.15 0.62
C -0.08160 1.15355 -1.79395 -0.21 0.17 -0.04
C -0.90375 1.23559 -2.94750 0.03 -0.06 0.07
C -1.19238 2.44242 -3.52850 0.01 0.06 0.01
C -0.63072 3.61526 -3.01147 0.00 -0.04 0.01
C 0.20559 3.58048 -1.90352 0.00 0.04 -0.03
C 0.45497 2.37254 -1.30146 0.01 -0.12 0.02
F 1.29670 2.33571 -0.26343 -0.04 0.00 -0.02
H 1.82454 -3.31306 -0.81786 -0.01 0.01 0.02
H 1.96742 -1.88102 0.11994 0.02 0.01 0.05
H 2.68992 -1.87743 -1.43558 -0.01 -0.04 -0.03
H 0.49437 -2.82536 -4.08599 0.07 0.00 0.01
H 1.36739 -1.29422 -4.14727 -0.01 0.04 0.01
H -0.39812 -1.34515 -4.29380 -0.03 0.02 0.02
H -1.28467 -3.63344 -1.86478 0.00 0.00 0.00
H -2.16477 -2.11694 -1.83773 -0.01 -0.01 0.01
H -1.39848 -2.71425 -0.35853 0.00 0.01 -0.01
H -1.34360 0.32843 -3.33373 -0.02 -0.03 -0.02
H -1.84373 2.48939 -4.38954 0.00 0.00 0.00
H -0.83988 4.56489 -3.48592 0.00 0.00 0.00
H 0.67417 4.47335 -1.51230 0.00 0.00 -0.01
N -0.52819 0.93590 1.33985 0.02 -0.01 -0.01
C -1.44093 0.61694 2.49260 -0.03 -0.01 -0.02
C -0.80832 0.95593 3.82935 0.00 0.03 0.01
C 0.58037 0.36099 4.04738 0.01 -0.01 0.00
C 0.64818 -1.13389 3.76418 -0.01 0.02 -0.04
N 1.26736 -1.40253 2.42034 0.02 -0.02 0.02
H 0.04760 1.73959 1.58802 0.03 0.00 0.01
H -1.11491 1.25650 0.57126 0.02 0.02 -0.01
H -1.71273 -0.43497 2.41457 0.02 0.00 0.01
H -2.35519 1.19618 2.36611 -0.01 -0.02 -0.01
H -1.48521 0.59369 4.60551 -0.01 0.01 0.00
H -0.76385 2.04085 3.95092 0.00 0.00 -0.01
H 0.88450 0.55174 5.07555 -0.02 -0.01 0.01
H 1.32622 0.87558 3.43044 0.01 0.00 0.02
H -0.34001 -1.59216 3.75997 0.00 0.00 0.03
H 1.24289 -1.65450 4.51314 0.03 0.00 -0.02
H 1.32154 -2.41499 2.31178 0.00 0.00 0.00
H 2.24316 -1.10016 2.49733 0.01 -0.02 -0.01